1.
# C29H37N9O8

A cluster of 9 separate species, C29H37N9O8 in total (the ωB97M-V functional and the def2-TZVPD basis, OMol25).

Results
- charge = 0
- HOMO level (Eh) = -0.3515
- energy relative to the best compared isomer or geometry (same formula, charge and spin) (kJ/mol) = 88.2
- multiplicity = 1

Structure (XYZ):
```
83
Properties=species:S:1:pos:R:3:forces:R:3:lowdin_charge:R:1
C -2.07590 -3.06984 2.24662 -0.7950 -1.7542 1.1315 0.04
N -1.36899 -3.21355 3.56654 -0.0203 -1.0909 -0.6551 -0.46
O -1.35121 -4.34813 4.02367 -0.0702 0.8063 0.1398 0.05
O -0.78150 -2.25891 4.00810 0.1217 0.3824 0.4184 0.06
H -2.18520 -2.03845 2.02134 -0.0694 0.7612 -0.2745 0.07
H -3.05560 -3.62257 2.39353 1.2556 0.7426 -0.4353 0.11
H -1.39510 -3.61424 1.59109 -0.3608 0.1675 -0.3005 0.08
C -0.21183 -1.92364 -3.57298 1.7225 -1.0135 -0.8000 0.06
N 0.53705 -0.96032 -2.72577 0.8219 -0.9868 -1.1873 -0.43
O 1.60821 -1.36156 -2.28805 -0.6800 0.3913 0.4624 0.05
O 0.15537 0.17625 -2.73922 -0.1513 0.8617 0.4695 0.06
H 0.49388 -2.05622 -4.46240 -1.1841 -0.1006 1.2085 0.14
H -1.14165 -1.53904 -3.86100 -1.1083 0.9867 -0.4147 0.07
H -0.40489 -2.85174 -3.04814 0.5352 -0.1294 0.1635 0.10
C 2.89024 -4.04360 0.68121 -0.2003 1.1561 -2.0787 0.06
N 1.37863 -4.12468 0.77027 2.4762 0.3407 0.8812 -0.46
O 0.92612 -4.18549 1.87565 -0.6319 0.2402 1.7809 0.05
O 0.75246 -4.25844 -0.21728 -1.5094 0.0176 -2.6413 0.08
H 3.14630 -4.84180 1.32715 0.9755 -0.6265 0.3949 0.08
H 3.32668 -3.06186 0.93984 -0.8507 -0.4187 0.6355 0.08
H 3.14985 -4.14074 -0.40207 -0.2481 -0.5742 1.0205 0.11
C 0.07840 1.30176 0.07509 -0.2814 -0.3909 1.0800 0.05
N -1.34211 0.83552 0.11716 0.1462 -0.9284 -0.4085 -0.40
O -2.21153 1.54125 0.60858 0.7463 -0.5877 -0.5079 0.05
O -1.48688 -0.31538 -0.29811 -0.6721 0.9485 0.5164 0.03
H 0.34878 1.27843 1.13799 0.2540 0.1929 -0.2667 0.11
H 0.14119 2.29197 -0.31811 -0.0980 0.6239 -0.2074 0.07
H 0.65261 0.58333 -0.49315 -0.0545 0.0303 0.0373 0.06
C -4.51428 -2.57650 -1.44455 -0.0873 0.2263 0.5853 -0.06
C -4.83138 -3.41061 -0.35579 1.3369 1.5330 0.2149 -0.09
C -5.67303 -4.45218 -0.52365 -1.3980 -2.3653 0.8484 -0.18
N -6.23381 -4.83082 -1.68446 0.7739 1.1196 -0.8472 0.05
C -5.90232 -4.05718 -2.73221 0.3952 0.6361 0.5999 -0.14
C -5.09577 -2.87760 -2.66283 -0.6554 -2.3220 1.6137 -0.06
H -3.85250 -1.70956 -1.26370 -0.3932 -0.5203 -0.4043 0.10
H -4.36623 -3.22168 0.62022 -0.3707 -0.0754 -0.4746 0.08
H -5.93819 -5.13273 0.33066 0.3519 0.8670 -0.7436 0.12
H -6.26313 -4.36945 -3.70124 -0.2435 -0.0477 -0.0740 0.09
H -4.90382 -2.36162 -3.54242 0.3119 1.0508 -1.3688 0.07
C 0.17022 4.72466 2.75751 0.5403 -0.5088 1.2454 -0.10
C -0.84620 4.57044 1.89802 -1.1953 0.7101 -3.2901 -0.07
C -0.60400 4.79789 0.50650 1.8733 -1.0286 1.3445 -0.11
N 0.66234 4.86304 0.01771 -1.8672 0.3954 -0.6153 0.05
C 1.65508 4.86990 0.88119 -0.6590 0.4888 1.0125 -0.17
C 1.42582 4.88220 2.23896 0.7179 -0.4235 0.1665 -0.08
H 0.03277 4.60038 3.82481 -0.0139 0.0637 -0.0096 0.12
H -1.82808 4.27846 2.16744 -0.8241 0.0576 0.4742 0.09
H -1.39445 4.78267 -0.21674 -0.3232 -0.0227 -0.2361 0.09
H 2.65193 4.96735 0.53279 0.7735 -0.1597 -0.5847 0.09
H 2.23061 4.82419 2.92232 0.9629 0.3592 0.4681 0.09
C 5.23874 1.99014 -1.33616 0.8854 -0.1578 0.9256 -0.08
C 6.53566 1.59929 -0.98633 -1.2474 1.2156 -0.1571 -0.08
C 6.69463 0.27983 -0.66351 2.1941 -1.5694 0.0946 -0.18
N 5.78683 -0.70347 -0.79991 -0.9389 1.0109 -0.2233 0.06
C 4.54955 -0.30540 -1.18289 1.9685 0.1555 0.1492 -0.13
C 4.25908 1.04805 -1.38578 -0.1662 -1.5631 -0.0262 -0.09
H 5.02125 3.02877 -1.38425 -0.2728 0.7201 -0.4902 0.10
H 7.25942 2.41741 -0.91933 0.2277 -0.8597 0.1416 0.11
H 7.71337 -0.07587 -0.35375 -1.0484 0.3291 -0.1542 0.11
H 3.85158 -1.10063 -1.38654 -0.3486 0.0917 0.2082 0.08
H 3.25340 1.26874 -1.57488 -1.3148 0.6041 -0.4483 0.08
C -3.65497 4.10527 -3.19380 -1.5617 1.6332 1.8375 -0.09
C -2.95272 3.29348 -4.01821 0.6532 -1.0610 -0.2023 -0.09
C -2.78531 1.97260 -3.67027 -1.0322 -0.4657 0.4427 -0.13
N -3.42757 1.44103 -2.62137 1.8041 -1.1907 -1.0970 0.06
C -4.05374 2.21894 -1.80136 -1.6082 1.0247 1.2657 -0.18
C -4.22832 3.59892 -2.01625 1.5694 -1.4126 -1.5327 -0.04
H -3.80203 5.17971 -3.39340 0.2105 -0.6392 -0.1390 0.12
H -2.53088 3.63601 -4.91424 0.6140 0.6008 -1.0552 0.09
H -2.21194 1.26454 -4.24492 0.1763 0.0680 -0.3051 0.09
H -4.48738 1.67287 -0.95284 -0.0007 0.6482 -0.1131 0.11
H -4.70181 4.22401 -1.32671 -0.7913 0.7521 0.9086 0.08
C 3.03687 0.54593 4.63850 -0.2586 0.1520 0.2462 -0.09
C 2.66267 -0.75762 4.81019 -0.8338 -1.2117 -0.1846 -0.07
C 2.47366 -1.52986 3.67729 0.3788 0.2078 -1.8933 -0.13
N 2.67469 -1.04939 2.41123 0.4302 0.4262 0.5741 0.06
C 3.06351 0.24570 2.26758 -1.4259 -1.1568 1.1476 -0.14
C 3.15733 1.07916 3.37996 1.2094 0.2107 -1.3947 -0.08
H 3.19264 1.09661 5.52484 0.1611 0.9807 0.6708 0.09
H 2.38612 -1.18588 5.77623 0.4616 0.2318 -0.1938 0.12
H 2.19405 -2.58926 3.70466 -0.0734 0.4864 0.1623 0.10
H 3.17428 0.66885 1.26723 0.1140 -0.4395 0.1448 0.09
H 3.50243 2.08195 3.14094 -0.2116 0.0960 0.6030 0.10
```
Forces are in eV/Å.



2.
# C2H5NO

An isolated molecule of C2H5NO (the ωB97M-V functional and the def2-TZVPD basis, OMol25).

Results
- charge = 0
- HOMO level (Eh) = -0.3723
- energy relative to the best compared isomer or geometry (same formula, charge and spin) (kJ/mol) = 208.6
- multiplicity = 1

Structure (XYZ):
```
9
Properties=species:S:1:pos:R:3:forces:R:3:nbo_charge:R:1
C 0.17383 -1.10175 -0.05700 0.1465 0.4591 0.8045 -0.45
N -0.76248 0.17960 0.10320 1.6766 -1.9512 -0.1876 -0.70
C -0.05998 1.41379 0.27672 0.3985 -0.4411 -0.1948 0.54
O 1.13796 1.55006 0.21265 -0.5791 -0.0957 0.1613 -0.55
H 1.12936 -0.81208 0.34613 0.3713 -0.4293 0.3438 0.23
H -0.34248 -1.91027 0.46403 0.3354 0.2097 0.1943 0.21
H 0.35592 -1.47590 -1.10344 -0.4203 0.8953 0.6967 0.19
H -0.91935 -0.10538 -0.83882 -2.0154 1.8930 -1.4438 0.41
H -0.71277 2.26192 0.59652 0.0866 -0.5398 -0.3745 0.13
```
Forces are in eV/Å.



3.
# C36H30N10OS2Ti

A structure of composition C36H30N10OS2Ti (the ωB97M-V functional and the def2-TZVPD basis, OMol25).

Results
- charge = +3
- HOMO level (spin up / spin down) (Eh) = -0.5395 / -0.5394
- multiplicity = 2

Structure (XYZ):
```
80
Properties=species:S:1:pos:R:3:forces:R:3:lowdin_spin:R:1
Ti -0.27820 0.05150 0.02900 0.0400 1.8062 0.1055 0.87
N -0.73150 0.64680 3.49880 0.0452 -0.2769 0.0298 0.00
C -1.18260 1.63650 2.71560 0.0124 0.3234 -0.0076 0.00
N -1.58650 2.71670 3.34850 -0.0167 0.0878 0.4774 0.00
C -2.01980 3.75320 2.62710 0.2920 -0.7913 -0.2232 0.00
N -2.43180 4.84020 3.23950 -0.1083 0.1855 0.0205 0.00
N -2.03650 3.71190 1.27020 -0.0539 0.1471 -0.4740 0.00
C -1.60960 2.61570 0.71100 -0.3693 0.5973 0.6449 0.00
N -1.17420 1.50270 1.34970 -0.1587 0.0719 -0.1503 0.00
C -1.57800 2.59080 -0.76210 -0.2464 0.6034 -0.4742 0.00
C -2.09430 3.66200 -1.48700 0.1507 -0.2984 0.1969 0.00
C -2.00480 3.64090 -2.86900 0.0943 -0.2649 0.1135 0.00
C -1.40320 2.54290 -3.46830 0.0446 -0.0450 0.2092 0.00
C -0.91940 1.51570 -2.67170 -0.0180 -0.0111 -0.4917 0.00
N -1.00020 1.52060 -1.33590 -0.3761 0.6396 -0.0073 0.00
H -0.83640 0.79260 4.49170 -0.0213 -0.0628 -0.0273 0.00
H -0.55520 -0.27860 3.14870 -0.0690 0.1853 0.0802 0.00
H -2.41090 4.88960 4.24670 -0.0211 -0.0311 -0.0434 0.00
H -2.79640 5.61790 2.71150 0.0663 -0.0345 -0.0011 0.00
H -2.54210 4.48310 -0.94920 0.0037 0.0138 -0.0007 0.00
H -2.38950 4.45710 -3.46090 -0.0363 0.0614 -0.0509 0.00
H -1.30430 2.48400 -4.54090 0.0321 -0.0709 -0.0643 0.00
H -0.44860 0.65950 -3.13930 -0.0399 0.0431 0.0937 0.00
C 2.82310 0.46370 3.08320 -0.0123 0.2066 -0.0565 0.00
C 1.95430 -0.30330 2.14390 0.4950 -0.3405 0.4345 0.01
O 1.19770 0.27620 1.33380 0.6174 -0.1202 0.4829 0.01
N 2.00260 -1.63790 2.19410 -0.1122 0.1992 -0.1337 0.01
C 1.20870 -2.47870 1.30500 -0.2480 0.1528 -0.3284 0.00
C -0.26420 -2.45290 1.66540 -0.0144 -0.0033 -0.0554 0.01
C -0.82780 -3.47510 2.41200 -0.1787 0.1220 -0.0125 0.00
C -2.18220 -3.44390 2.72180 0.1611 0.3380 -0.3018 0.02
C -2.93440 -2.36430 2.26830 0.1339 -0.1710 0.0375 0.00
C -2.30810 -1.36820 1.54390 0.0076 0.0001 0.0827 0.01
N -0.99070 -1.39380 1.23350 -1.1295 -1.8705 1.5606 0.00
H 3.65430 0.91200 2.53560 0.0253 -0.0714 -0.1003 0.00
H 3.22440 -0.16040 3.87660 0.0246 -0.0262 0.0113 0.00
H 2.25850 1.28950 3.51450 -0.0778 -0.0654 -0.0057 0.00
H 2.63430 -2.09770 2.83590 -0.0307 0.2093 0.0137 0.00
H 1.58620 -3.49860 1.37940 -0.0103 0.1242 -0.0940 0.00
H 1.33280 -2.13210 0.26280 0.1156 -0.2790 0.3731 0.00
H -0.21420 -4.30010 2.73730 0.1020 -0.0854 0.0227 0.00
H -2.63670 -4.24290 3.28570 -0.0595 -0.0709 0.0791 0.00
H -3.99390 -2.31290 2.47160 -0.0303 0.1288 0.0110 0.00
H -2.87630 -0.50180 1.20100 0.1624 -0.1725 0.0670 0.00
S 5.04110 2.35180 -0.63500 0.0564 -0.3720 -0.6100 0.00
C 6.51200 2.87220 -1.32410 -0.1130 -0.1265 -0.1165 0.00
C 6.77060 2.26940 -2.52160 0.2001 0.2779 0.2933 0.00
C 5.77650 1.35820 -2.89910 -0.6760 -0.1193 0.4353 0.00
C 4.74490 1.27430 -1.98370 0.8506 0.7276 0.2774 0.00
C 3.56570 0.46540 -2.05670 -0.6130 -0.6756 -0.4285 0.00
C 2.48860 0.65330 -1.16350 0.3067 0.0878 -0.0287 0.01
N 1.36780 -0.05640 -1.19850 0.9620 -0.2973 -0.9786 0.00
C 1.22690 -1.00250 -2.16400 0.6804 0.0109 -0.5225 0.01
C 2.25270 -1.27530 -3.10920 -0.6550 0.1452 0.5936 0.00
C 2.01950 -2.27320 -4.10860 -0.2685 -0.2278 -0.0803 0.00
C 0.83960 -2.92900 -4.17710 0.3242 0.1077 -0.0533 0.00
C -0.22080 -2.65280 -3.25740 0.1333 0.5498 0.6246 0.00
C -1.45150 -3.29010 -3.31110 -0.4014 0.3807 0.6035 0.01
C -2.46770 -2.94400 -2.40990 0.9129 0.2392 -0.3365 0.00
C -2.18860 -1.90880 -1.49260 -0.0956 -0.1371 -0.1168 0.01
N -1.00260 -1.31370 -1.37340 -0.2042 -1.0049 -1.0867 0.00
C -0.01720 -1.68290 -2.24030 -0.3031 -0.4701 -0.5371 0.01
C -3.72600 -3.62730 -2.44130 -1.0103 -0.6022 -0.1394 0.00
C -4.74890 -3.62850 -1.50950 0.7069 0.1266 -0.3976 0.00
C -5.80510 -4.47710 -1.85360 -0.2760 -0.3135 -0.3277 0.00
C -5.59820 -5.11530 -3.04730 0.0802 0.1459 0.1853 0.00
S -4.11400 -4.70710 -3.76180 -0.0458 0.4268 0.5831 0.00
C 3.42800 -0.53780 -3.02880 -0.1268 0.4934 0.6228 0.01
H 7.10590 3.60190 -0.80950 0.1520 0.1490 0.0874 0.00
H 7.64430 2.47280 -3.11330 0.1664 0.0732 -0.0514 0.00
H 5.81320 0.80550 -3.82110 -0.0156 -0.1007 -0.1465 0.00
H 2.56000 1.41900 -0.39260 -0.0712 -0.1582 -0.1296 0.00
H 2.80290 -2.47990 -4.82070 0.0950 -0.0370 -0.0833 0.00
H 0.66070 -3.66690 -4.94280 0.0345 -0.1080 -0.1090 0.00
H -1.63540 -4.05170 -4.05060 0.0818 -0.1456 -0.1451 0.00
H -2.98520 -1.55340 -0.84710 0.1112 -0.0864 -0.0373 0.00
H -4.72900 -3.05620 -0.59920 0.0134 0.1374 0.1973 0.00
H -6.68690 -4.62050 -1.25510 -0.1360 -0.0204 0.0597 0.00
H -6.24990 -5.80550 -3.54720 -0.1558 -0.1436 -0.0681 0.00
H 4.22690 -0.73920 -3.72400 0.1116 -0.0166 -0.0763 0.00
```
Forces are in eV/Å.



4.
# CH3I2P

A structure of composition CH3I2P (the ωB97M-V functional and the def2-TZVPD basis, OMol25).

Results
- charge = 0
- HOMO level (Eh) = -0.3350
- energy relative to the best compared isomer or geometry (same formula, charge and spin) (kJ/mol) = 525.5
- multiplicity = 1

Structure (XYZ):
```
7
Properties=species:S:1:pos:R:3:forces:R:3:nbo_charge:R:1
C -0.31239 0.49369 -0.15173 -0.4197 3.1412 2.7795 -1.00
P 0.14309 -0.99177 0.63044 0.9828 -1.9808 2.1696 0.37
I -2.36318 0.52422 -0.67798 0.1182 -0.0557 0.2880 0.25
I 0.84281 1.26117 -1.66409 0.6092 0.5517 -0.3879 0.27
H -0.19046 1.37846 1.51267 -0.2014 -1.2913 -3.3469 0.18
H 1.61385 -0.97054 0.88227 -1.3069 0.5856 -0.4866 0.00
H 0.26628 -1.69523 -0.53158 0.2178 -0.9508 -1.0158 -0.06
```
Forces are in eV/Å.



5.
# C4H7NO

A cluster of 2 separate species, C4H7NO in total (the ωB97M-V functional and the def2-TZVPD basis, OMol25).

Results
- charge = 0
- HOMO level (spin up / spin down) (Eh) = -0.2871 / -0.2871
- energy relative to the best compared isomer or geometry (same formula, charge and spin) (kJ/mol) = 573.7
- multiplicity = 1

Structure (XYZ):
```
13
Properties=species:S:1:pos:R:3:forces:R:3:nbo_charge:R:1
O -2.68879 -1.05494 0.38561 0.1870 0.0123 0.0271 -0.60
C -1.53968 -0.92064 0.00253 -0.1977 -0.5190 -0.4460 0.20
C -0.55530 0.72878 0.92232 0.4259 0.7169 0.2761 -0.31
N 0.51344 0.67168 0.11854 -0.3918 -0.3279 -0.2918 -0.20
C 0.88462 0.57934 -1.11338 0.0714 0.2910 -0.0158 -0.11
C 1.72783 -0.12288 -0.13862 0.2698 -0.2400 0.1682 -0.22
H -0.73420 -1.63018 0.30708 -0.1826 0.0462 0.0479 0.09
H -0.40672 0.49394 1.96449 0.1073 -0.0431 0.0074 0.21
H -1.29624 1.47471 0.66528 0.0113 -0.0760 -0.0216 0.22
H 0.74990 1.09460 -2.04578 0.0045 -0.0727 0.0234 0.24
H -1.27234 -0.38456 -0.94438 -0.1658 0.0336 0.1792 0.10
H 1.62685 -1.20333 -0.01845 0.0745 0.1748 -0.0707 0.19
H 2.66948 0.30080 0.21594 -0.2139 0.0039 0.1165 0.19
```
Forces are in eV/Å.



| no. | largest force on an atom (eV Å⁻¹) |
| --- | --- |
| 1 | 3.6 |
| 2 | 3.1 |
| 3 | 2.7 |
| 4 | 4.2 |
| 5 | 0.9 |